{
  "formula": "C15H22ClNNiO2S3",
  "method": "ωB97M-V/def2-TZVPD",
  "lumo_energy_ev": [0.13, 0.05],
  "homo_energy_ha": [-0.259, -0.279],
  "charge": 0,
  "s2": 2.0075,
  "multiplicity": 3,
  "elements": ["Ni", "Cl", "S", "S", "S", "O", "O", "N", "C", "C", "C", "C", "C", "C", "C", "C", "C", "C", "C", "C", "C", "C", "C", "H", "H", "H", "H", "H", "H", "H", "H", "H", "H", "H", "H", "H", "H", "H", "H", "H", "H", "H", "H", "H", "H"],
  "xyz": [[-0.00837, 0.20830, 0.38405], [0.76271, 2.76211, 6.61662], [-1.40511, 1.59132, -3.71052], [-2.43286, -0.32126, -0.90193], [-0.74306, 2.54535, -0.37926], [-2.28015, -1.60818, 3.04908], [-1.32876, -0.03265, 1.76480], [0.16264, -1.86928, 0.43758], [-0.92317, 3.60508, -1.81768], [-0.41033, -2.24253, 1.75273], [1.08885, 3.07279, 3.93758], [-3.29372, 1.18514, -0.37836], [1.63802, 1.26636, 2.40376], [-2.86569, -0.56612, -2.63828], [1.39651, 0.85344, 4.79034], [-1.45416, -1.23569, 2.24320], [1.82656, 0.74135, 1.01715], [1.66495, 0.41141, 3.50412], [-1.87029, 3.15094, -2.91931], [1.35680, 2.60606, 2.65519], [-2.93253, 0.63534, -3.56848], [1.10402, 2.18933, 4.99891], [-2.41549, 2.29132, 0.25011], [-2.25038, 2.03856, 1.29593], [1.41322, 0.16750, 5.62705], [-3.84934, 1.56309, -1.23337], [2.47687, -0.13402, 1.01075], [1.34371, 3.30625, 1.82680], [0.39578, -2.24421, 2.48770], [-2.95257, 3.24204, 0.22473], [-4.02261, 0.89176, 0.37528], [-3.73244, 1.31847, -3.28839], [-1.89213, 3.93036, -3.68283], [1.90144, -0.63734, 3.34949], [-2.88502, 3.05877, -2.53498], [0.09398, 3.70782, -2.20160], [-0.42180, -2.23509, -0.30591], [2.22778, 1.50862, 0.35278], [-0.86004, -3.23312, 1.74521], [-2.08502, -1.24702, -2.98628], [0.87353, 4.11976, 4.11137], [-3.19258, 0.27070, -4.56336], [1.08897, -2.25518, 0.30670], [-3.80934, -1.11203, -2.68980], [-1.22525, 4.58813, -1.45125]],
  "mulliken_charge": [-0.289, -0.251, -0.098, 0.104, 0.317, -0.695, -0.272, -0.373, -0.955, -0.373, -0.876, -1.004, 0.712, -0.686, -0.866, 0.599, -1.663, -0.053, -0.530, -0.017, -0.790, 0.356, -1.036, 0.360, 0.403, 0.449, 0.514, 0.342, 0.240, 0.637, 0.556, 0.357, 0.450, 0.359, 0.190, 0.392, 0.272, 0.591, 0.351, 0.377, 0.410, 0.449, 0.274, 0.371, 0.395]
}

{
  "formula": "C15H22F7NO6S",
  "method": "ωB97M-V/def2-TZVPD",
  "lumo_energy_ev": 0.10,
  "homo_energy_ha": -0.373,
  "smiles": "[H]/N=C(/C)C[C@@]1(OCCCC)C[C@H](S(=O)(=O)C(F)(F)C(F)(F)C(F)(F)F)OC1=O.CO",
  "charge": 0,
  "multiplicity": 1,
  "elements": ["S", "F", "F", "F", "F", "F", "F", "F", "O", "O", "O", "O", "O", "O", "N", "C", "C", "C", "C", "C", "C", "C", "C", "C", "C", "C", "C", "C", "C", "C", "H", "H", "H", "H", "H", "H", "H", "H", "H", "H", "H", "H", "H", "H", "H", "H", "H", "H", "H", "H", "H", "H"],
  "xyz": [[-2.53190, 1.87008, -0.85503], [-3.42064, -2.19974, 1.40084], [-1.25561, -0.29510, -1.72604], [-3.21190, 0.13543, -2.60375], [-3.25346, -2.12720, -1.31405], [-2.49358, -0.26426, 1.54473], [-1.43263, -1.91092, 0.63851], [-4.50770, -0.59446, -0.36645], [-3.61468, 1.98630, 0.07742], [-0.28312, 3.23440, -0.71699], [-2.51094, 2.62687, -2.06681], [0.87281, 2.86667, -2.61155], [-5.90327, -0.90313, 4.53735], [1.71294, 0.46244, -1.39757], [4.77226, 2.65645, 0.38458], [-2.51856, 0.08557, -1.45884], [3.48188, -3.13886, 0.35034], [-6.17810, -1.69999, 3.38944], [2.36939, -0.60404, -0.72174], [0.08721, 1.14580, 0.31942], [-0.95532, 2.25165, 0.06664], [3.77058, 2.39881, -0.36137], [3.99383, 2.36668, -1.85017], [0.65766, 2.58755, -1.48072], [2.20370, -3.13398, -0.50333], [-3.24584, -0.98470, -0.58259], [-2.62576, -1.35274, 0.78555], [1.28642, 1.52313, -0.58914], [2.05304, -1.92129, -1.41846], [2.39315, 2.15592, 0.26642], [2.04300, 3.11557, 0.65227], [3.07419, 2.38408, -2.42377], [2.66819, -2.02428, -2.31502], [4.51367, 2.65006, 1.37234], [3.44742, -0.42290, -0.70857], [4.60722, 3.22081, -2.12671], [0.38957, 1.23511, 1.36316], [1.33136, -3.18900, 0.15240], [2.55655, 1.49718, 1.12194], [1.02261, -1.84614, -1.77194], [-5.24165, -0.25041, 4.29596], [2.17644, -4.04076, -1.10838], [-5.28847, -2.23422, 3.05440], [-1.28856, 2.76446, 0.96569], [3.83381, -4.15981, 0.49777], [-6.93331, -2.42640, 3.67765], [2.05112, -0.66732, 0.32577], [4.29247, -2.58879, -0.12645], [-6.57059, -1.09547, 2.56716], [-0.22359, 0.13008, 0.16578], [4.51770, 1.44691, -2.11011], [3.30895, -2.72212, 1.34201]],
  "mulliken_charge": [1.195, -0.269, -0.213, -0.253, -0.311, -0.258, -0.237, -0.248, -0.633, -0.384, -0.626, -0.523, -0.513, -0.407, -0.789, 0.371, -1.204, -0.337, -0.438, -1.316, -0.302, 0.402, -0.995, -0.184, -0.340, 0.804, 0.591, 1.734, -0.596, -0.941, 0.486, 0.218, 0.319, 0.234, 0.446, 0.424, 0.659, 0.107, 0.636, 0.137, 0.289, 0.475, 0.074, 0.578, 0.371, 0.283, 0.286, 0.279, 0.219, 0.144, 0.235, 0.322]
}

{
  "formula": "C15H22IrN5O2SSi",
  "method": "ωB97M-V/def2-TZVPD",
  "lumo_energy_ev": [-10.39, -13.04],
  "homo_energy_ha": [-0.647, -0.647],
  "charge": 3,
  "s2": 0.7691,
  "multiplicity": 2,
  "elements": ["Ir", "S", "Si", "O", "O", "N", "N", "N", "N", "N", "C", "C", "C", "C", "C", "C", "C", "C", "C", "C", "C", "C", "C", "C", "C", "H", "H", "H", "H", "H", "H", "H", "H", "H", "H", "H", "H", "H", "H", "H", "H", "H", "H", "H", "H", "H", "H"],
  "xyz": [[-0.12476, -0.95915, 1.24909], [-2.45180, -0.94102, 0.89500], [0.24248, 1.03496, 0.07324], [3.44924, -2.64769, 0.83026], [1.47917, -2.58689, -0.09303], [3.50582, -1.34451, 3.26581], [0.09840, -0.13563, 3.12248], [2.32042, -2.27315, 0.73592], [1.45333, -0.28473, 3.56135], [1.79698, -1.33579, 1.62550], [-3.13632, 3.79567, -1.91170], [-1.07229, 2.52077, -1.99533], [0.76245, -0.32815, -2.34014], [-2.31795, 2.45812, 0.01519], [1.31641, 0.36719, -1.25253], [-2.66402, -1.60929, -0.77258], [-3.04653, -2.34592, 1.86812], [-2.03385, 3.39114, -2.61108], [2.31764, -1.02606, 2.81938], [2.71361, 0.44416, -1.13800], [-3.28666, 3.33735, -0.59541], [-1.20820, 2.02773, -0.66737], [3.52622, -0.14123, -2.09397], [2.95905, -0.82778, -3.16402], [1.57855, -0.92095, -3.29000], [-0.50887, -0.59703, 3.80508], [-0.19770, 2.24717, -2.57632], [-2.40801, -0.82744, -1.48417], [-1.86148, 3.72004, -3.62826], [-2.47291, -3.24522, 1.65260], [-0.11796, 0.86256, 3.13791], [1.14550, -1.45026, -4.12800], [-3.71465, -1.86923, -0.89186], [-4.09420, -2.49967, 1.61344], [-3.87588, 4.45434, -2.34662], [1.69822, 0.11277, 4.45882], [3.80372, -1.13536, 4.20890], [-2.04170, -2.48947, -0.92699], [3.16747, 0.99263, -0.31879], [0.90649, 1.92309, 1.05908], [-2.50377, 2.16662, 1.04178], [-4.14699, 3.64798, -0.01387], [4.14108, -1.85514, 2.66309], [3.59836, -1.28475, -3.90773], [4.60200, -0.05498, -2.01827], [-0.31490, -0.40256, -2.45859], [-2.98117, -2.08523, 2.92262]],
  "mulliken_charge": [1.382, 0.022, -0.266, -0.647, -0.631, -0.297, -0.653, 1.258, -0.261, -0.666, -0.568, -0.079, 0.413, 0.002, 0.530, -0.852, -1.015, -0.606, 0.793, -0.629, -0.563, 0.494, -0.724, -0.521, -0.871, 0.413, 0.474, 0.174, 0.469, 0.387, 0.360, 0.463, 0.480, 0.408, 0.471, 0.211, 0.228, 0.383, 0.455, -0.128, 0.436, 0.460, 0.214, 0.459, 0.479, 0.269, 0.388]
}

{
  "formula": "C15H22IrN7O9",
  "method": "ωB97M-V/def2-TZVPD",
  "lumo_energy_ev": [-12.38, -13.88],
  "homo_energy_ha": [-0.716, -0.716],
  "charge": 3,
  "s2": 0.7815,
  "multiplicity": 2,
  "elements": ["Ir", "O", "O", "O", "O", "O", "O", "O", "O", "O", "N", "N", "N", "N", "N", "N", "N", "C", "C", "C", "C", "C", "C", "C", "C", "C", "C", "C", "C", "C", "C", "C", "H", "H", "H", "H", "H", "H", "H", "H", "H", "H", "H", "H", "H", "H", "H", "H", "H", "H", "H", "H", "H", "H"],
  "xyz": [[-0.31804, 0.04386, 0.31010], [-1.50449, -1.11487, 3.92571], [0.09223, 1.99160, -0.21319], [-0.53394, -0.29469, 2.23886], [1.75366, -0.04486, 0.34573], [-1.14260, -3.45135, -1.96722], [-3.16159, -6.84661, 2.57804], [-0.68020, -5.50165, -1.41530], [-0.40478, -1.93250, 0.08059], [-3.44877, -5.37953, 4.16083], [-2.33888, 0.22214, 0.16360], [-3.07754, -5.75783, 3.07524], [-4.37186, 0.84773, 0.08285], [-1.01470, -4.37157, -1.19472], [-4.34945, -0.49056, 0.02851], [-3.13669, -0.86687, 0.08243], [-1.22559, -1.25321, 2.79228], [-0.42048, 2.66062, -1.43145], [-6.15130, 0.83115, -2.40006], [-1.96677, -5.04372, 0.96492], [-1.52305, -2.50462, 2.11395], [-5.91159, 2.03096, -1.48986], [-3.12937, 1.29055, 0.17533], [-1.34744, -4.07381, 0.22664], [-1.06504, -2.75483, 0.76555], [-2.37308, -4.72419, 2.25662], [2.52400, -0.62525, 1.45012], [-5.64509, 1.60690, -0.04300], [1.48879, 2.32625, 0.14026], [2.34396, 1.15884, -0.25467], [-4.81076, 2.94041, -2.02891], [-2.15600, -3.46143, 2.85089], [2.07317, -1.58781, 1.67181], [-1.41248, 2.26292, -1.62266], [-5.11908, 3.38334, -2.97447], [-6.40410, 1.16826, -3.40426], [-4.58119, 3.76575, -1.34891], [1.47788, 2.48989, 1.21750], [2.36719, 0.98577, -1.33110], [1.76553, 3.24945, -0.36634], [-5.55491, 2.46148, 0.62664], [3.36386, 1.27710, 0.10853], [0.24656, 2.44296, -2.26251], [-6.97344, 0.21050, -2.04410], [-5.25877, 0.20464, -2.48702], [3.53997, -0.77738, 1.09541], [-6.83392, 2.61350, -1.42128], [-0.46162, 3.72578, -1.21911], [-2.83948, 2.32588, 0.24434], [-2.48539, -3.30490, 3.87317], [-6.41185, 0.93383, 0.33514], [-3.89509, 2.37329, -2.23960], [2.49651, 0.03674, 2.31396], [-2.15342, -6.03113, 0.55354]],
  "mulliken_charge": [1.476, -0.442, -0.344, -0.671, -0.279, -0.506, -0.511, -0.469, -0.924, -0.537, 0.106, 1.040, 0.595, 0.958, -0.956, 0.126, 1.043, -0.570, -1.408, -0.561, 0.053, 0.742, -0.170, -0.184, 1.327, -0.554, -0.693, -1.099, -0.463, -0.411, -1.319, -0.224, 0.168, 0.125, 0.433, 0.414, 0.344, 0.283, 0.264, 0.514, 0.456, 0.500, 0.421, 0.392, 0.283, 0.384, 0.347, 0.342, 0.777, 0.732, 0.354, 0.243, 0.383, 0.676]
}

{
  "formula": "C15H22N2NiOP",
  "method": "ωB97M-V/def2-TZVPD",
  "lumo_energy_ev": [2.72, 2.71],
  "homo_energy_ha": [-0.011, -0.096],
  "charge": -1,
  "s2": 2.0328,
  "multiplicity": 3,
  "elements": ["Ni", "P", "O", "N", "N", "C", "C", "C", "C", "C", "C", "C", "C", "C", "C", "C", "C", "C", "C", "C", "H", "H", "H", "H", "H", "H", "H", "H", "H", "H", "H", "H", "H", "H", "H", "H", "H", "H", "H", "H", "H", "H"],
  "xyz": [[0.08321, -0.22628, -0.70044], [-0.02380, 1.72595, 0.04060], [0.86735, 1.76234, 4.88459], [0.27392, 0.23856, 6.46231], [-0.61481, -0.45823, 1.76984], [0.78932, 1.10366, -1.60332], [-1.05796, -1.61681, 7.50557], [0.44193, -1.82036, -0.29438], [-1.68269, -1.23188, 2.00930], [-2.20084, -1.42220, 3.29830], [2.25427, 1.39016, 7.52620], [0.13706, 0.29904, -2.55955], [-0.34030, -1.02329, -2.52073], [-1.57874, -0.80995, 4.37591], [0.32244, 0.69264, 5.16275], [0.07692, 0.00075, 2.81216], [0.24212, -1.19513, 6.82605], [-0.39122, -0.11664, 4.12596], [0.76280, 1.13897, 7.53493], [-0.18938, -2.00552, -1.48525], [-1.65282, -2.25218, 6.83848], [0.41162, -1.79649, 5.92265], [2.81381, 0.45127, 7.57847], [0.98898, 0.55824, 2.61915], [-1.14984, 1.98025, 0.89278], [-1.66030, -0.74544, 7.78964], [1.08387, -1.36457, 7.52006], [1.61189, 1.72287, -1.87945], [0.45167, 0.65830, 8.47196], [1.04482, 1.67824, 0.94468], [-3.08625, -2.04085, 3.41727], [-0.60575, -2.99655, -1.71573], [-0.82559, -2.19442, 8.40762], [-1.99706, -0.84488, 5.38137], [0.23127, 2.09288, 7.40978], [0.01978, 0.71724, -3.55805], [0.14163, 3.03332, -0.46091], [2.50731, 1.99754, 8.39950], [0.60274, -2.41172, 0.59528], [-0.81060, -1.39174, -3.44222], [-2.10981, -1.74278, 1.14437], [2.53362, 1.93209, 6.61909]],
  "mulliken_charge": [0.267, 0.044, -0.695, 0.234, -0.077, -0.935, -1.401, -0.973, -0.487, -0.902, -1.081, -0.262, -0.344, -0.291, 0.218, -0.746, -0.557, 0.360, -0.789, -0.220, 0.422, 0.445, 0.274, 0.433, 0.008, 0.376, 0.491, 0.507, 0.462, -0.074, 0.379, 0.331, 0.338, 0.652, 0.349, 0.330, 0.098, 0.378, 0.466, 0.317, 0.370, 0.285]
}

| no. | electronic energy (a.u.) |
| --- | --- |
| 1 | -3953.07183 |
| 2 | -2188.13561 |
| 3 | -1799.88379 |
| 4 | -1748.03744 |
| 5 | -2618.82140 |